113
Properties=species:S:1:pos:R:3:forces:R:3:mulliken_spin:R:1 method="wB97M-V/def2-TZVPD" spin_multiplicity=5 homo_ev="-6.80 / -6.70" total_energy_ha=-4350.093394 molar_mass_g_mol=1022.0 s2=6.028 fmax_ev_per_a=0.8 gap_ev="5.9429 / 2.4203"
Rh -1.005440 -0.192116 -0.224421 -0.14 0.06 -0.56 2.28
C 5.824023 0.640248 4.705399 0.00 0.02 0.00 0.00
S 4.620940 0.092420 5.931805 0.01 0.00 -0.01 0.00
C 3.622653 -0.991511 4.886455 0.02 -0.01 -0.04 0.00
C 2.741824 -0.250021 3.892052 -0.02 0.03 0.00 0.00
C 1.973385 -1.229073 3.016912 0.02 0.09 0.01 0.01
N 1.121441 -0.601252 1.995048 -0.11 -0.26 0.03 -0.02
P -0.509131 -0.094421 2.200001 0.31 0.33 0.12 -0.01
C -1.033846 -1.046844 3.655662 -0.09 -0.07 -0.04 0.05
C -1.537364 -2.332323 3.451176 0.03 -0.02 0.06 0.00
C -1.875801 -3.127681 4.537574 0.01 0.04 0.00 0.00
C -1.719177 -2.643926 5.828756 0.00 -0.01 0.01 0.00
C -1.227820 -1.362039 6.036398 0.00 0.01 0.01 0.00
C -0.886794 -0.563440 4.955000 -0.02 0.01 0.02 0.01
C -0.453826 1.602578 2.851383 -0.04 -0.05 0.12 0.06
C -1.672880 2.177040 3.216634 0.01 0.00 0.01 0.01
C -1.713087 3.463090 3.726184 -0.01 0.04 -0.08 0.00
C -0.541187 4.201464 3.846956 -0.02 0.04 -0.02 0.01
C 0.666376 3.650586 3.450734 0.02 -0.04 -0.02 -0.01
C 0.710688 2.351852 2.955443 -0.03 0.04 0.01 -0.02
P 1.499966 -0.665572 0.338681 0.21 -0.02 0.22 0.12
C 3.233689 -0.031803 0.365052 -0.06 0.07 -0.02 0.03
C 3.444049 1.347602 0.390242 -0.01 -0.01 -0.03 0.01
C 4.716974 1.871174 0.558897 0.03 -0.02 0.01 0.00
C 5.805818 1.022850 0.705316 -0.02 0.03 0.01 0.00
C 5.611517 -0.349430 0.677987 -0.03 -0.04 -0.01 0.00
C 4.336661 -0.873271 0.506950 0.04 -0.02 0.07 0.01
C 1.802664 -2.417656 -0.071265 0.03 0.03 -0.05 0.00
C 2.445624 -2.712954 -1.274920 0.01 0.01 -0.02 0.02
C 2.638024 -4.026234 -1.671344 -0.02 -0.01 0.03 0.00
C 2.192011 -5.063103 -0.860448 0.01 0.01 -0.01 0.01
C 1.555016 -4.777526 0.337185 0.00 0.01 0.00 0.00
C 1.354363 -3.460622 0.728180 -0.05 -0.03 0.02 0.00
H 6.525466 1.298833 5.214666 0.00 0.00 0.00 0.00
H 5.352000 1.193715 3.894671 0.01 0.00 0.00 0.00
H 6.372179 -0.209175 4.297328 0.00 0.00 0.00 0.00
H 3.014300 -1.589611 5.568236 -0.01 0.01 0.01 0.00
H 4.297033 -1.679020 4.367506 -0.01 -0.02 0.01 0.00
H 3.358197 0.390944 3.255282 -0.03 0.02 -0.01 0.00
H 2.050273 0.396344 4.435977 -0.01 0.01 0.00 0.00
H 1.358827 -1.879835 3.645467 -0.02 0.00 0.00 0.00
H 2.683483 -1.879248 2.500102 0.00 0.00 0.01 0.00
H -1.649095 -2.701947 2.439788 0.00 -0.01 -0.01 0.00
H -2.268630 -4.122972 4.374225 0.00 0.00 0.00 0.00
H -1.986458 -3.263124 6.675600 0.00 0.00 0.00 0.00
H -1.112315 -0.980592 7.042820 0.00 0.00 0.00 0.00
H -0.514830 0.440418 5.122543 0.01 -0.03 0.01 0.00
H -2.595497 1.617707 3.102699 0.00 -0.01 -0.01 0.00
H -2.662732 3.897628 4.010932 0.00 0.00 0.00 0.00
H -0.575309 5.211792 4.234039 0.00 -0.01 0.01 0.00
H 1.580277 4.225582 3.532508 0.00 0.00 -0.01 0.00
H 1.655588 1.925339 2.646506 0.04 -0.03 0.00 0.01
H 2.610636 2.023880 0.274212 0.01 -0.02 0.01 0.00
H 4.855921 2.944755 0.571158 0.00 0.00 0.00 0.00
H 6.800188 1.429154 0.839726 0.00 0.00 -0.01 0.00
H 6.452922 -1.021306 0.790940 0.00 0.00 0.00 0.00
H 4.210356 -1.947842 0.498578 -0.01 0.00 -0.01 0.00
H 2.817958 -1.907922 -1.901552 0.00 0.00 0.01 0.00
H 3.138703 -4.241461 -2.606457 0.00 0.00 0.00 0.00
H 2.340252 -6.090870 -1.165340 0.00 0.00 0.00 0.00
H 1.199479 -5.581953 0.967944 0.00 0.00 0.00 0.00
H 0.823333 -3.249574 1.646902 0.00 0.00 -0.02 0.00
O -2.965581 -1.538800 -0.861072 -0.13 -0.01 0.07 0.06
C -2.423298 -2.514118 -0.323866 0.10 0.09 0.04 -0.04
O -1.317494 -2.442689 0.303085 -0.10 0.07 -0.20 0.11
H -2.907934 -3.502245 -0.380039 0.01 -0.02 0.00 0.00
O -0.169427 -3.537054 -10.604230 -0.01 0.15 0.02 0.39
S -0.605342 -3.785445 -9.242797 0.18 -0.75 -0.23 -0.12
O 0.498724 -4.243580 -8.420737 -0.01 0.17 0.06 0.37
O -1.691816 -4.753384 -9.225307 -0.05 0.20 0.06 0.38
C -1.227348 -2.259902 -8.558854 -0.07 0.21 0.09 0.00
N -1.772313 -1.432152 -9.428427 -0.01 0.01 0.13 0.00
C -2.251642 -0.307404 -8.895140 0.02 0.01 -0.06 0.00
C -2.176507 -0.042741 -7.541016 -0.07 -0.05 -0.01 0.00
C -1.587068 -1.007124 -6.731107 0.03 0.02 0.13 0.00
N -1.099926 -2.135726 -7.252685 -0.01 0.06 -0.13 0.00
C -1.432288 -0.811736 -5.268723 0.01 -0.05 -0.10 0.00
C -2.346129 -0.066540 -4.538820 0.01 0.08 0.06 0.00
C -2.127803 0.122626 -3.184734 -0.08 0.01 0.03 0.02
N -1.064601 -0.376964 -2.559926 0.16 -0.22 0.02 0.06
C -0.210729 -1.132725 -3.252138 0.00 0.11 -0.04 0.01
C -0.349269 -1.374158 -4.605189 -0.03 -0.08 0.01 0.00
H -2.694311 0.402437 -9.583486 -0.01 -0.01 0.00 0.00
H -2.555251 0.880512 -7.127471 0.03 0.02 -0.03 0.00
H -3.232513 0.350120 -4.998321 0.01 0.01 0.02 0.00
H -2.819620 0.678559 -2.565127 0.00 0.03 -0.01 -0.01
H 0.611783 -1.563959 -2.696341 0.01 0.02 0.01 -0.01
H 0.359070 -1.996444 -5.134161 0.00 0.02 0.00 0.00
C 0.592091 2.887438 -0.694278 0.06 -0.04 0.02 0.02
Si -1.233558 3.150030 -0.963375 -0.02 -0.05 0.00 0.02
C -1.462315 3.447379 -2.811481 -0.01 -0.01 -0.07 0.01
C -1.741613 4.728198 -0.076438 0.00 0.06 0.08 0.00
N -2.028466 1.746337 -0.352628 -0.24 -0.20 0.14 0.18
C -3.396311 1.771315 -0.096783 0.13 0.13 0.02 -0.02
C -4.011514 0.808559 0.722951 -0.01 -0.03 0.10 -0.02
C -5.365890 0.839231 1.004645 0.01 -0.03 0.00 0.00
C -6.184910 1.835632 0.490058 0.02 0.01 -0.02 0.01
C -5.604392 2.805765 -0.313209 0.02 0.00 0.02 0.00
C -4.247710 2.778398 -0.599147 -0.02 -0.05 -0.07 0.03
H 1.165714 3.800095 -0.875266 -0.02 0.01 -0.03 0.00
H 1.001372 2.094564 -1.326216 -0.03 0.00 0.02 0.00
H 0.718220 2.605905 0.353007 0.05 0.03 0.00 0.00
H -1.105933 4.451253 -3.061500 0.01 -0.01 -0.02 0.00
H -2.505535 3.378780 -3.128681 0.00 0.01 0.00 0.00
H -0.881690 2.734596 -3.402140 -0.01 -0.03 -0.01 0.00
H -0.861925 5.288859 0.250580 0.01 -0.02 0.00 0.00
H -2.334553 4.490327 0.806997 -0.02 0.02 0.07 0.00
H -2.336199 5.388780 -0.711069 -0.01 -0.01 0.02 0.00
H -3.404789 0.018814 1.146427 0.01 -0.03 -0.02 0.02
H -5.787392 0.065478 1.635953 0.01 0.00 0.01 0.00
H -7.244250 1.854379 0.708550 0.00 0.00 0.00 0.00
H -6.212575 3.602856 -0.725115 0.01 0.00 -0.01 0.00
H -3.841132 3.559908 -1.227910 0.00 0.00 -0.04 0.00